18
Properties=species:S:1:pos:R:3:forces:R:3 method="wB97M-V/def2-TZVPD" gap_ev=11.21 de_lowest_ev=0.649 spin_multiplicity=1 total_energy_ev=-8884.2255 lumo_ev=-3.053 total_charge=+1
C -2.25311 -1.68812 -0.46854 -0.2 -0.5 0.0
C -0.97959 -1.05980 -0.01366 -0.7 -0.2 0.6
C -0.44838 -1.31988 1.16474 0.5 0.3 0.0
N 0.72802 -0.56898 1.65213 0.3 0.4 -0.6
H -2.37496 -2.72041 -0.13794 0.4 -0.1 -0.3
H -3.09779 -1.22752 0.01432 -0.3 0.7 0.2
H -2.41623 -1.59515 -1.53877 0.2 -0.2 0.0
H -0.56388 -0.28554 -0.61989 0.4 0.4 -0.4
H -0.76727 -2.06675 1.86767 -0.3 -0.2 0.1
H 1.41140 -1.21500 2.04375 0.0 0.2 0.2
H 1.22358 -0.00832 0.87837 -0.2 -0.4 0.0
H 0.47393 0.14215 2.33847 0.0 -0.3 0.3
H 1.33986 1.54888 -0.75368 0.4 0.1 0.0
H 2.72589 0.81897 -0.68938 -0.3 0.0 0.1
O 1.80996 0.76983 -0.37825 0.1 0.1 -0.1
H -0.42042 2.62472 -1.45698 0.1 0.4 -0.2
H 0.57178 3.80824 -1.65236 0.0 0.0 0.0
O 0.51402 2.85424 -1.53636 -0.2 -0.4 0.1

18
Properties=species:S:1:pos:R:3:forces:R:3 method="wB97M-V/def2-TZVPD" gap_ev=11.45 de_lowest_ev=1.460 spin_multiplicity=1 total_energy_ev=-8883.4145 lumo_ev=-4.190 total_charge=+1
C 0.33557 -2.01941 0.02851 0.2 1.1 1.6
C 1.10014 -0.79542 -0.48891 -0.4 -0.2 0.5
C 0.97928 1.54207 0.20962 1.2 0.2 0.5
N 0.41295 0.46322 -0.13017 -0.5 1.5 -1.3
H -0.11782 -1.81654 0.99951 -0.1 0.5 0.1
H -0.51467 -2.20583 -0.61890 0.4 -0.8 -0.3
H 1.00775 -2.80950 0.34786 -0.1 -0.6 -1.1
H 2.12913 -0.58638 -0.20367 0.1 -0.7 0.5
H 1.13179 -0.90828 -1.56128 -0.2 0.6 -0.5
H 0.50117 2.50911 0.12021 -0.5 -0.2 0.3
H 2.00629 1.55536 0.56751 0.0 -0.2 -0.2
H -0.54115 0.69200 -0.44513 0.1 -1.3 -0.4
H -2.11138 0.84090 -2.54127 0.1 0.0 -0.1
H -1.89636 -0.60616 -2.07243 0.3 0.6 -0.2
O -1.45381 0.26455 -2.13268 -0.5 -0.6 0.2
H -0.66689 1.64182 3.20137 0.8 0.5 0.8
H -1.62843 1.06600 2.34605 -0.4 -0.4 -0.6
O -0.67360 1.17249 2.37381 -0.6 0.0 0.0

19
Properties=species:S:1:pos:R:3:forces:R:3 method="wB97M-V/def2-TZVPD" gap_ev=7.80 de_lowest_ev=1.361 spin_multiplicity=1 total_energy_ev=-10938.0419 lumo_ev=4.053 total_charge=-1
C -1.05757 -0.36925 -1.65143 0.5 0.0 1.0
N -0.38956 0.81611 -1.08316 -1.4 -0.8 -1.0
C -0.24142 1.02068 0.38154 2.2 1.9 -1.5
O 0.82900 0.40094 0.94585 -0.6 -0.3 0.4
C -1.04748 -1.56999 -0.68770 -1.1 -0.2 0.5
H -0.55080 -0.71585 -2.55768 0.1 0.4 -0.1
H -2.07314 -0.07476 -1.93921 -0.1 -0.3 0.0
H 0.43418 1.02186 -1.62224 0.4 0.1 0.6
H -0.00418 2.11630 0.28140 -0.4 0.0 0.8
H -1.21783 1.00236 0.89437 -0.1 -0.7 -0.2
H -0.89933 -2.51736 -1.20294 0.3 -0.1 -0.1
H -0.35658 -1.44070 0.13985 0.5 0.0 -0.4
H -1.99540 -1.70987 -0.14785 -0.1 0.2 -0.3
H 0.34895 -0.60387 2.06930 0.0 -0.2 0.2
H -0.73338 -0.19697 2.94595 -0.2 -0.3 0.4
O -0.20863 -1.00068 2.84118 0.1 0.5 -0.4
H 2.35273 1.49074 0.61445 -0.3 -2.0 -0.8
H 3.57505 0.84739 -0.41873 -1.2 -0.8 0.1
O 3.23539 1.48290 0.19706 1.6 2.4 0.7

19
Properties=species:S:1:pos:R:3:forces:R:3 method="wB97M-V/def2-TZVPD" gap_ev=8.13 de_lowest_ev=1.005 spin_multiplicity=1 total_energy_ev=-10938.3980 lumo_ev=4.072 total_charge=-1
C 0.91740 1.36734 1.61865 -0.1 0.3 1.4
N 0.73373 -0.04780 1.42903 0.2 -0.4 -0.8
C 1.61527 -0.58654 0.39906 0.6 -0.7 -0.1
C 1.51462 -0.04685 -1.03383 -0.5 0.4 -0.6
O 0.51904 -0.72981 -1.78434 1.2 0.3 -0.1
H 0.21942 1.78320 2.36008 -0.2 -0.4 -0.2
H 0.84220 2.02641 0.75425 0.2 -0.1 -0.4
H 1.88267 1.49537 2.13866 0.1 0.2 -0.5
H -0.19533 -0.36710 1.13337 -0.2 0.4 0.3
H 1.38884 -1.65678 0.33891 -0.2 0.1 -0.2
H 2.67752 -0.62253 0.69307 -0.1 0.7 0.4
H 2.50518 -0.08018 -1.51477 -0.1 -0.7 -0.1
H 1.29656 1.02950 -1.15144 -0.1 0.0 0.8
H -1.86029 -2.19845 -0.48596 -0.1 -0.2 -0.1
H -0.20306 -0.95296 -1.13598 -0.9 -0.5 0.2
O -1.44076 -1.41233 -0.14072 0.4 0.9 0.1
H -2.35194 0.69323 -0.24388 0.3 -0.9 0.1
H -3.57317 1.04547 -1.05784 -0.2 -0.3 -0.3
O -3.03825 1.35830 -0.33590 -0.1 0.9 0.3

19
Properties=species:S:1:pos:R:3:forces:R:3 method="wB97M-V/def2-TZVPD" gap_ev=10.55 de_lowest_ev=0.584 spin_multiplicity=1 total_energy_ev=-10931.5624 lumo_ev=-3.387 total_charge=+1
C -0.06560 -0.02169 0.57493 -0.4 0.4 0.9
C 0.35656 1.17268 1.44513 -0.1 -0.7 -0.4
C 1.54090 1.77912 0.71742 0.3 0.3 -0.5
O 1.49464 2.01075 -0.46392 -0.2 -0.1 0.1
N -1.07374 -0.90407 1.27935 -0.6 0.2 0.4
H 0.76251 -0.66779 0.34685 0.3 -0.1 -0.4
H -0.58553 0.36908 -0.27956 0.3 -0.3 -0.6
H 0.63088 0.84133 2.44924 -0.1 0.3 0.1
H -0.47185 1.88685 1.42687 0.2 0.1 0.4
H 2.47948 1.96612 1.25649 -0.1 0.0 0.3
H -1.14096 -1.83975 0.87722 0.3 0.0 -0.3
H -2.02531 -0.54689 1.18459 0.0 0.3 -0.1
H -0.90754 -0.96991 2.28450 0.2 -0.2 0.0
H 1.17195 -0.80815 -3.15753 0.2 0.1 0.1
H 1.38760 0.43948 -2.28004 -0.3 -0.4 0.1
O 0.97086 -0.44215 -2.28725 0.2 0.2 -0.2
H -2.20533 -1.30731 -2.06749 -0.4 -0.1 0.5
H -0.76262 -1.47494 -1.93760 0.2 0.2 0.7
O -1.55689 -1.48276 -1.36922 0.0 0.0 -1.1

19
Properties=species:S:1:pos:R:3:forces:R:3 method="wB97M-V/def2-TZVPD" gap_ev=10.28 de_lowest_ev=1.006 spin_multiplicity=1 total_energy_ev=-10931.1408 lumo_ev=-3.454 total_charge=+1
C -0.77492 -0.19334 -0.65959 0.9 -0.3 0.3
C -2.22627 0.15128 -0.77217 -1.0 1.1 -0.2
C -2.82956 0.14790 0.64390 0.6 -1.0 -0.4
O -2.08323 0.24988 1.57728 -0.5 0.2 0.3
N 0.07023 0.13859 -1.84952 0.3 -0.8 -0.1
H -0.65826 -1.23361 -0.35285 0.2 -0.1 -0.5
H -0.28818 0.36468 0.11111 -0.1 0.4 0.7
H -2.78379 -0.38204 -1.54227 0.0 -0.6 0.4
H -2.44122 1.18940 -1.07025 0.6 0.2 -0.1
H -3.91157 -0.02663 0.74255 0.0 0.3 0.0
H 1.09667 -0.12942 -1.82550 -0.2 0.9 1.2
H -0.04975 1.12177 -2.04573 0.3 0.4 -0.3
H -0.16303 -0.38138 -2.65569 -1.3 -0.6 -1.4
H 2.77101 -1.41591 4.88649 0.1 0.2 0.2
H 2.88278 -0.01548 4.20078 0.1 -0.1 0.4
O 2.66594 -0.93965 4.06090 -0.2 -0.1 -0.6
H 2.85075 1.19623 -1.40128 0.2 -0.1 -0.1
H 3.16049 -0.08232 -0.63134 0.2 -0.2 0.2
O 2.71190 0.24005 -1.41681 0.0 0.3 -0.1

20
Properties=species:S:1:pos:R:3:forces:R:3 method="wB97M-V/def2-TZVPD" gap_ev=7.84 de_lowest_ev=0.315 spin_multiplicity=1 total_energy_ev=-21774.2332 lumo_ev=2.953 total_charge=-1
C -0.72832 -1.26000 0.23736 -0.4 -0.9 -0.2
O 0.35360 -2.04364 -0.19215 0.2 0.4 0.5
C -0.48365 0.20704 0.65128 -1.7 -0.9 -0.9
C -1.82059 0.71776 1.23098 0.0 -0.9 1.5
S -1.61156 2.07321 2.45607 -0.4 -0.1 -0.3
N -0.22670 0.95667 -0.57198 1.1 1.2 0.8
H -1.50784 -1.28309 -0.55694 0.1 0.5 0.2
H -1.24302 -1.72307 1.11094 0.6 -0.2 -0.3
H 0.20187 0.23778 1.52161 0.4 0.1 -0.8
H -2.16822 -0.06063 1.92691 0.0 0.0 0.0
H -2.66551 0.81585 0.54344 0.6 0.6 -0.3
H -0.76732 2.83596 1.77366 0.2 0.2 -0.3
H 0.22576 0.42357 -1.31475 0.2 -0.5 0.3
H 0.45556 1.66950 -0.32237 -0.1 0.2 -0.5
H 2.53104 -0.27460 -1.32058 0.3 0.2 -0.1
H 2.85599 0.42705 0.05462 -0.2 -0.1 0.1
O 3.23157 0.22741 -0.80268 0.1 0.1 -0.1
H 0.84216 -1.71927 -1.10003 -0.8 0.3 0.3
H 1.05987 -1.14733 -3.10102 0.3 0.0 0.5
O 1.46534 -1.08018 -2.22436 -0.4 -0.1 -0.2

20
Properties=species:S:1:pos:R:3:forces:R:3 method="wB97M-V/def2-TZVPD" gap_ev=7.82 de_lowest_ev=0.867 spin_multiplicity=1 total_energy_ev=-12986.0290 lumo_ev=3.971 total_charge=-1
C -0.06653 1.48898 1.10493 -0.2 -0.4 -1.1
C -1.12668 0.38813 1.25466 0.1 -0.5 -0.5
O -0.64023 -0.62845 2.13403 -0.5 0.0 0.6
N 0.34708 1.75382 -0.26866 0.8 0.9 0.3
C 1.37801 0.85123 -0.80125 -1.5 -1.5 -0.6
O 0.86764 -0.34827 -1.28201 0.2 0.3 0.1
H 0.84235 1.08897 1.53840 0.0 0.1 0.7
H -0.36508 2.40865 1.61628 0.0 0.0 0.0
H -2.10200 0.76807 1.58648 0.2 0.0 0.4
H -1.31409 -0.05898 0.27560 0.1 0.2 -0.1
H -0.49784 -1.45359 1.65929 0.2 0.1 -0.3
H -0.38495 1.74895 -0.95569 -0.6 0.0 0.0
H 1.83394 1.38861 -1.64338 0.6 0.2 0.3
H 2.04591 0.60874 0.03681 0.6 0.6 -0.1
H 1.55516 -1.99715 0.08496 0.0 0.3 -0.2
H 0.22803 -2.29319 -0.41283 0.2 0.2 -0.1
O 0.87076 -2.66582 0.20392 -0.3 -0.5 0.3
H -1.42429 -1.70040 -1.79918 -0.2 0.0 -0.1
H -0.56122 -0.48599 -2.06403 -0.1 -0.1 0.2
O -1.48598 -0.86230 -2.26832 0.2 0.1 0.0

20
Properties=species:S:1:pos:R:3:forces:R:3 method="wB97M-V/def2-TZVPD" gap_ev="10.74 / 6.51" de_lowest_ev=2.325 spin_multiplicity=2 total_energy_ev=-12981.1350 lumo_ev="0.716 / -3.485"
C 1.54633 0.14223 1.18455 -1.6 2.4 0.4
O 1.39240 1.41757 0.56268 1.3 -1.9 0.5
C 0.32987 -0.76128 0.67122 -2.0 0.0 3.4
C 0.48401 -0.94330 -0.80967 -1.4 -2.7 -1.4
O -0.63188 -1.73443 -1.34741 -1.8 3.1 0.2
N 0.32295 -1.98243 1.50877 -2.0 1.8 0.8
H 1.47503 0.35803 2.32136 -0.1 -0.7 -1.7
H 2.45879 -0.31717 0.87591 0.8 -0.2 0.0
H -0.69571 -0.26608 1.04133 2.4 -0.3 -1.6
H 0.39175 0.01690 -1.29956 0.9 0.3 -0.2
H 1.31548 -1.66630 -1.12014 -0.3 1.8 0.7
H -1.36980 -1.00278 -1.52675 1.9 -2.2 0.4
H -0.65499 -2.14507 1.90498 2.1 0.1 -1.0
H 0.62652 -2.75823 1.00292 0.4 -1.6 -0.9
H 0.22326 1.83469 0.44102 -2.9 1.0 0.0
H -0.42215 3.01059 -0.31596 -0.1 1.3 -0.9
O -0.86040 2.34300 0.18397 1.9 -1.9 1.1
H -1.94520 1.59694 -0.84156 0.1 -1.4 -3.9
H -1.85719 1.77254 -2.56927 -0.6 -1.6 1.9
O -2.12904 1.08457 -1.86836 0.9 2.7 2.0

20
Properties=species:S:1:pos:R:3:forces:R:3 method="wB97M-V/def2-TZVPD" gap_ev=10.91 de_lowest_ev=1.794 spin_multiplicity=1 total_energy_ev=-12978.7802 lumo_ev=-3.504 total_charge=+1
O -0.37337 0.17259 2.39141 -0.2 -0.4 0.1
C -1.26047 -0.00690 1.60432 0.5 0.3 -0.3
C -1.03326 0.43986 0.14475 -0.6 -0.9 0.4
C -2.15122 -0.07181 -0.76463 -0.4 1.2 0.3
O -3.23120 0.81486 -0.47291 0.2 -0.3 0.1
N 0.32377 -0.02675 -0.25273 -0.9 0.1 0.5
H -2.25216 -0.42858 1.82656 0.0 0.0 0.3
H -1.08339 1.50468 0.26075 0.2 0.8 -0.6
H -2.40980 -1.08990 -0.46566 0.0 -0.2 -0.3
H -1.92014 0.02194 -1.82562 0.4 -0.4 0.0
H -3.81083 0.88080 -1.23820 -0.1 -0.1 0.1
H 0.97903 0.18722 0.50673 0.3 -0.2 -0.1
H 0.26577 -1.04356 -0.31195 0.6 0.0 -0.2
H 0.67922 0.38746 -1.11824 0.3 0.0 0.1
H 2.82748 -2.23479 1.35888 0.0 0.0 -0.1
H 2.82979 -0.88596 2.03057 0.1 0.2 0.3
O 2.68276 -1.29926 1.18022 -0.3 -0.2 -0.2
H 3.21443 1.59409 -1.37680 -0.1 0.1 0.1
H 3.06600 0.27589 -2.08477 0.0 -0.2 0.0
O 2.65759 0.80810 -1.39269 0.0 0.1 -0.3

23
Properties=species:S:1:pos:R:3:forces:R:3 method="wB97M-V/def2-TZVPD" gap_ev=7.33 de_lowest_ev=0.128 spin_multiplicity=1 total_energy_ev=-18367.1521 lumo_ev=2.742 total_charge=-1
Zr -0.42988 -2.20662 0.36900 1.3 -1.7 0.5
O -0.28123 -4.20636 0.52673 -0.2 -0.1 0.1
H -0.66150 -5.08142 0.48854 -0.1 0.3 0.0
O 1.62654 -2.11078 0.84809 -0.2 0.7 0.0
H 2.01543 -1.74921 0.05008 0.3 -0.1 -0.1
O -2.42562 -2.14560 -0.02443 -0.7 0.1 0.0
H -3.23515 -2.24827 0.47590 0.1 0.0 -0.1
O -0.61816 -1.65926 2.36766 -0.3 0.1 0.0
H -1.47978 -1.51878 2.76828 0.0 -0.1 -0.1
O 0.21293 -2.05278 -1.59178 -0.3 0.4 -0.3
H 0.96423 -1.82705 -2.13843 -0.1 -0.1 0.2
C -0.52856 1.04610 -0.63390 1.2 0.0 -0.6
O -0.59087 0.07721 0.07569 -0.5 0.3 0.6
N 0.31776 2.08046 -0.39222 -0.3 0.2 -0.4
C 0.84522 2.28723 0.93523 -0.6 0.6 0.7
C 0.57239 3.07825 -1.41203 -0.2 -0.1 0.3
H -1.05302 1.12365 -1.59496 -0.1 -0.1 0.0
H 1.85341 2.69586 0.95944 0.2 -0.4 -0.3
H 0.75035 1.38346 1.53172 0.3 -0.2 -0.2
H 0.22390 3.04931 1.44368 0.1 -0.1 -0.1
H 0.01482 2.82539 -2.31170 0.0 0.0 0.0
H 0.27283 4.07564 -1.07263 0.1 0.0 -0.1
H 1.63395 3.08357 -1.66798 0.0 0.1 0.0

18
Properties=species:S:1:pos:R:3:forces:R:3 method="wB97M-V/def2-TZVPD" gap_ev=8.80 de_lowest_ev=0.663 spin_multiplicity=1 total_energy_ev=-17671.7889 lumo_ev=-3.603 total_charge=+1
C 0.07387 -0.22823 0.26629 0.2 0.1 0.9
C 0.55665 0.82770 -0.69743 1.0 0.3 1.1
C 0.36136 2.25806 -0.19032 -1.3 -0.6 -0.2
S 1.49443 2.76110 1.11613 -0.3 0.7 0.2
N 0.67971 -1.57641 -0.05992 0.3 0.8 -0.7
H -0.98314 -0.37757 0.31576 -0.7 0.0 -0.3
H 0.35741 -0.01746 1.29413 0.4 0.2 0.0
H 1.64647 0.71141 -0.78854 -0.1 -0.1 -0.5
H 0.07844 0.74397 -1.64300 -0.3 -0.3 -0.9
H 0.32546 2.89615 -1.07128 0.5 0.3 0.2
H -0.65488 2.30771 0.22101 0.1 0.2 0.1
H 2.31618 1.73918 1.01417 0.5 -0.5 -0.1
H 0.86250 -2.11336 0.77950 -0.5 -0.5 0.0
H 1.59805 -1.40278 -0.47187 0.1 -0.1 -0.2
H 0.10289 -2.04104 -0.77079 0.1 -0.4 0.5
H -3.38343 -1.85188 -0.35120 0.3 0.0 0.3
H -2.80634 -2.70847 0.78567 -0.1 0.0 0.0
O -2.62561 -1.92808 0.25169 0.0 0.0 -0.4